[1]
Formula: C42H57O2PSiTi
Source: OMol25
Level of theory: ωB97M-V/def2-TZVPD

Output
* E_tot: -3265.49548 Eh
* frontier orbital gap: 7.58 eV
* energy above the lowest of the compared OMol25 structures with the same formula, charge and spin: 20.7 kcal/mol
* lowest unoccupied orbital energy: 0.6 eV

```
! wB97M-V def2-TZVPD RIJCOSX def2/J DEFGRID3
* xyz 0 1
Ti 0.361 -0.154 1.059
C 3.155 0.682 2.987
C 1.975 0.173 2.251
O 1.595 -1.024 2.368
H 3.493 0.022 3.789
H 2.932 1.684 3.353
H 3.953 0.800 2.246
C 0.576 3.946 -1.044
C 1.850 3.130 -1.280
C 2.683 3.804 -2.376
C 2.653 3.095 0.023
Si 1.371 1.370 -1.771
O 0.425 0.750 -0.574
C 2.905 0.290 -1.957
C 3.134 -0.753 -1.058
C 4.264 -1.555 -1.117
C 5.214 -1.327 -2.101
C 5.019 -0.298 -3.010
C 3.884 0.496 -2.934
C 0.329 1.317 -3.332
C 0.780 0.839 -4.562
C -0.067 0.750 -5.659
C -1.393 1.136 -5.544
C -1.866 1.614 -4.330
C -1.012 1.703 -3.243
H 0.844 4.946 -0.685
H -0.062 3.488 -0.287
H -0.006 4.073 -1.959
H 2.868 4.849 -2.108
H 2.177 3.800 -3.345
H 3.657 3.327 -2.495
H 2.933 4.113 0.314
H 3.574 2.514 -0.081
H 2.067 2.667 0.841
H 2.406 -0.959 -0.278
H 4.399 -2.352 -0.396
H 6.101 -1.945 -2.160
H 5.753 -0.110 -3.782
H 3.772 1.294 -3.659
H 1.803 0.502 -4.671
H 0.309 0.370 -6.600
H -2.058 1.060 -6.395
H -2.902 1.913 -4.232
H -1.403 2.068 -2.300
C 0.718 -4.046 -1.322
C -0.508 -3.148 -1.507
C -1.626 -3.928 -2.210
C -0.099 -2.000 -2.436
P -1.020 -2.384 0.135
C -2.677 -1.721 -0.277
C -2.714 -0.434 -0.809
C -3.913 0.146 -1.194
C -5.106 -0.544 -1.034
C -5.085 -1.822 -0.498
C -3.882 -2.408 -0.134
C -1.201 -3.700 1.457
C -1.812 -5.048 1.057
C -2.021 -3.078 2.591
C 0.199 -3.984 2.028
H 1.109 -4.302 -2.310
H 0.485 -4.978 -0.810
H 1.520 -3.542 -0.777
H -1.238 -4.297 -3.164
H -2.480 -3.287 -2.428
H -1.978 -4.786 -1.647
H 0.252 -2.429 -3.378
H 0.713 -1.411 -2.014
H -0.926 -1.330 -2.668
H -1.797 0.133 -0.918
H -3.908 1.146 -1.609
H -6.044 -0.088 -1.322
H -6.008 -2.373 -0.366
H -3.903 -3.410 0.266
H -2.795 -4.979 0.599
H -1.915 -5.653 1.962
H -1.164 -5.598 0.376
H -3.069 -2.929 2.334
H -1.615 -2.109 2.880
H -1.972 -3.744 3.456
H 0.863 -4.449 1.303
H 0.085 -4.681 2.862
H 0.678 -3.082 2.407
C -2.873 1.340 3.572
C -1.348 1.170 3.461
C -0.921 0.178 4.541
C -0.986 0.690 2.066
C -0.650 2.523 3.629
C 0.391 2.723 4.531
C 1.045 3.947 4.617
C 0.672 4.999 3.800
C -0.368 4.819 2.898
C -1.017 3.600 2.818
H -3.353 0.370 3.427
H -3.262 2.014 2.810
H -3.165 1.727 4.551
H -1.535 -0.719 4.473
H -1.057 0.592 5.542
H 0.121 -0.130 4.441
H -1.536 1.277 1.309
H 0.707 1.919 5.182
H 1.848 4.074 5.332
H 1.181 5.953 3.865
H -0.673 5.630 2.249
H -1.812 3.472 2.094
*
```

[2]
Formula: C42H58As3Br2N7O3Sn
Source: OMol25
Level of theory: ωB97M-V/def2-TZVPD

Output
* E_tot: -14313.82326 Eh
* frontier orbital gap: 6.19 eV
* energy above the lowest of the compared OMol25 structures with the same formula, charge and spin: 2.1 kcal/mol
* lowest unoccupied orbital energy: -0.8 eV

```
! wB97M-V def2-TZVPD RIJCOSX def2/J DEFGRID3
* xyz 0 1
Sn 1.342 -0.054 -0.271
C -2.503 -3.439 0.934
As -2.228 -1.684 1.769
C -2.650 -2.306 3.590
C -4.016 -0.996 1.282
C -4.372 0.474 1.588
C -3.985 0.812 3.027
C -3.716 1.442 0.596
As -1.798 1.902 0.783
C -2.053 3.625 1.711
C -1.667 2.681 -1.013
C -5.906 0.552 1.423
As -7.022 2.192 1.467
C -6.596 2.969 -0.293
C -6.039 3.494 2.563
H -3.407 -3.910 1.325
H -1.644 -4.076 1.146
H -2.598 -3.327 -0.144
H -3.638 -2.767 3.629
H -2.610 -1.474 4.293
H -1.903 -3.043 3.888
H -4.732 -1.646 1.797
H -4.132 -1.181 0.209
H -2.905 0.713 3.177
H -4.481 0.138 3.729
H -4.259 1.834 3.290
H -4.238 2.400 0.634
H -3.831 1.060 -0.422
H -2.833 4.220 1.231
H -1.118 4.186 1.681
H -2.321 3.458 2.755
H -2.561 3.267 -1.236
H -1.560 1.875 -1.737
H -0.796 3.334 -1.059
H -6.365 -0.106 2.167
H -6.174 0.126 0.449
H -6.461 2.169 -1.021
H -5.693 3.580 -0.273
H -7.434 3.588 -0.612
H -6.083 3.213 3.614
H -6.561 4.444 2.444
H -5.001 3.623 2.261
C 1.705 -4.538 3.163
O 1.426 -3.377 3.951
C 1.208 -2.260 3.229
O 1.247 -2.210 2.018
N 0.919 -1.215 4.039
N 0.571 0.044 3.538
H 1.811 -5.353 3.873
H 2.628 -4.403 2.601
H 0.888 -4.737 2.471
H 0.765 -1.376 5.018
H 1.418 0.506 3.226
H -0.021 -0.083 2.718
Br -3.259 -0.395 -3.095
C -2.060 -1.806 -2.714
C -2.315 -3.078 -3.255
C -1.475 -4.127 -3.013
Br -1.871 -5.824 -3.759
C -0.312 -3.946 -2.221
C 0.635 -4.949 -1.917
C 1.724 -4.647 -1.146
C 1.890 -3.331 -0.685
N 1.025 -2.385 -0.951
C -0.074 -2.665 -1.690
C -0.973 -1.544 -1.893
O -0.708 -0.420 -1.331
H -3.194 -3.218 -3.868
H 0.487 -5.949 -2.301
H 2.464 -5.397 -0.902
H 2.752 -3.048 -0.092
C 0.527 0.431 -6.314
C 0.616 -0.457 -5.255
C 0.947 0.016 -3.993
C 1.190 1.361 -3.793
C 1.109 2.258 -4.855
C 0.776 1.785 -6.111
N 1.500 1.786 -2.448
N 1.976 2.929 -2.433
C 2.276 3.500 -1.152
C 2.998 4.684 -1.170
C 3.260 5.294 0.047
C 2.784 4.708 1.209
C 2.069 3.522 1.109
N 1.824 2.931 -0.052
H 0.260 0.075 -7.301
H 0.420 -1.512 -5.396
H 1.023 -0.665 -3.165
H 1.290 3.309 -4.687
H 0.702 2.478 -6.939
H 3.328 5.094 -2.113
H 3.820 6.219 0.085
H 2.955 5.157 2.178
H 1.671 3.031 1.991
C 4.120 -1.073 2.095
N 4.940 0.105 1.892
C 6.350 -0.225 1.945
C 4.523 0.863 0.710
C 4.575 0.141 -0.627
C 5.819 0.002 -1.247
C 5.961 -0.704 -2.429
C 4.836 -1.280 -3.003
C 3.600 -1.114 -2.398
C 3.414 -0.392 -1.209
H 4.388 -1.551 3.039
H 4.222 -1.821 1.291
H 3.067 -0.789 2.140
H 6.582 -0.629 2.932
H 6.949 0.677 1.799
H 6.660 -0.968 1.195
H 5.131 1.772 0.666
H 3.495 1.174 0.899
H 6.689 0.468 -0.799
H 6.933 -0.802 -2.895
H 4.918 -1.843 -3.925
H 2.754 -1.574 -2.898
*
```

[3]
Formula: C42H58BMoN11S2
Source: OMol25
Level of theory: ωB97M-V/def2-TZVPD

Output
* E_tot: -3126.96367 Eh
* frontier orbital gap (alpha / beta): 6.91 / 7.17 eV
* expectation value of S²: 2.02
* lowest unoccupied orbital energy (alpha / beta): -1.1 / -1.0 eV

```
! wB97M-V def2-TZVPD RIJCOSX def2/J DEFGRID3
* xyz 0 3
Mo -9.918 -14.079 9.300
C -13.057 -15.249 8.011
N -11.980 -14.263 7.664
C -12.657 -12.965 7.916
C -11.781 -11.763 8.137
N -10.981 -11.959 9.346
C -11.929 -11.694 10.484
C -10.007 -10.860 9.413
C -10.434 -9.570 9.071
C -9.481 -8.536 9.038
C -8.158 -8.817 9.366
C -7.761 -10.088 9.657
C -8.680 -11.137 9.748
S -8.083 -12.746 9.909
C -11.653 -14.319 6.207
C -12.517 -14.792 5.249
C -12.068 -14.915 3.922
C -10.760 -14.581 3.660
C -9.906 -14.023 4.569
C -10.390 -13.835 5.886
S -9.262 -13.325 7.139
H -12.743 -16.228 7.714
H -13.991 -15.005 7.426
H -13.286 -15.203 9.081
H -13.285 -13.111 8.789
H -13.224 -12.677 7.041
H -12.421 -10.894 8.294
H -11.109 -11.627 7.284
H -12.285 -10.633 10.306
H -11.421 -11.751 11.449
H -12.786 -12.377 10.595
H -11.407 -9.289 8.840
H -9.762 -7.573 8.618
H -7.394 -8.088 9.113
H -6.704 -10.382 9.806
H -13.474 -15.175 5.575
H -12.533 -15.386 3.072
H -10.315 -14.788 2.647
H -8.893 -13.789 4.331
C -8.194 -16.181 12.093
C -8.511 -14.761 12.321
C -7.889 -13.842 13.023
C -8.752 -12.728 13.081
N -9.899 -12.956 12.485
N -9.799 -14.254 11.897
B -10.984 -15.215 12.278
N -12.330 -14.368 12.511
N -13.458 -14.624 11.779
C -14.473 -14.145 12.460
C -14.096 -13.648 13.735
C -12.752 -13.816 13.712
C -11.827 -13.598 14.807
C -15.947 -14.283 12.010
C -16.642 -15.420 12.838
C -16.573 -12.912 12.227
C -15.909 -14.667 10.529
N -11.362 -16.113 11.138
N -10.721 -16.111 9.939
C -11.028 -17.238 9.299
C -11.890 -17.959 10.134
C -12.073 -17.215 11.248
C -12.949 -17.443 12.439
C -10.419 -17.908 8.000
C -9.838 -17.063 6.823
C -9.318 -18.861 8.540
C -11.576 -18.741 7.338
C -8.488 -11.437 13.864
C -7.072 -10.984 13.627
C -9.499 -10.382 13.253
C -8.707 -11.597 15.353
H -7.188 -16.377 11.624
H -8.979 -16.619 11.421
H -8.125 -16.763 12.994
H -6.826 -13.879 13.375
H -10.727 -15.919 13.219
H -14.731 -13.305 14.551
H -11.222 -12.671 14.766
H -11.192 -14.444 15.084
H -12.563 -13.443 15.660
H -16.754 -15.274 13.931
H -16.203 -16.386 12.683
H -17.719 -15.465 12.535
H -16.351 -12.528 13.204
H -17.701 -12.900 12.051
H -16.191 -12.150 11.543
H -15.522 -15.681 10.568
H -15.227 -14.027 10.058
H -16.914 -14.732 10.088
H -12.395 -18.898 9.954
H -12.924 -16.553 13.095
H -12.601 -18.290 13.018
H -14.034 -17.663 12.138
H -8.822 -16.754 7.102
H -10.429 -16.172 6.633
H -9.571 -17.678 5.894
H -8.484 -18.250 9.001
H -8.913 -19.478 7.736
H -9.662 -19.599 9.228
H -12.416 -18.052 7.114
H -11.835 -19.596 7.908
H -11.095 -19.028 6.425
H -6.617 -11.162 12.607
H -6.473 -11.486 14.388
H -7.032 -9.908 13.778
H -9.443 -10.395 12.173
H -9.459 -9.391 13.661
H -10.502 -10.696 13.444
H -8.046 -12.430 15.691
H -9.705 -11.800 15.628
H -8.340 -10.683 15.791
N -4.671 -18.120 9.540
C -5.476 -17.361 9.199
N -6.161 -16.364 8.636
C -7.289 -15.917 8.938
N -8.339 -15.411 9.001
*
```

[4]
Formula: C42H58F5N5O7PS4SbSeSiTeTi
Source: OMol25
Level of theory: ωB97M-V/def2-TZVPD

Output
* E_tot: -8918.42176 Eh
* frontier orbital gap: 5.68 eV
* energy above the lowest of the compared OMol25 structures with the same formula, charge and spin: 32.9 kcal/mol
* lowest unoccupied orbital energy: 3.0 eV

```
! wB97M-V def2-TZVPD RIJCOSX def2/J DEFGRID3
* xyz -2 1
Ti 1.094 -0.306 2.519
Se 4.735 -6.469 -3.563
N 3.934 -4.860 -3.612
C 3.725 -4.496 -2.379
C 3.077 -3.242 -1.998
C 2.597 -2.355 -2.966
C 1.975 -1.204 -2.556
C 1.870 -0.961 -1.182
N 2.312 -1.796 -0.254
C 2.900 -2.936 -0.649
C 3.318 -3.903 0.400
N 3.053 -3.582 1.659
C 3.332 -4.448 2.614
C 3.932 -5.686 2.374
C 4.241 -6.016 1.071
C 3.919 -5.115 0.056
C 4.157 -5.431 -1.349
N 4.713 -6.532 -1.764
H 2.717 -2.603 -4.013
H 1.551 -0.495 -3.252
H 1.373 -0.066 -0.840
H 3.076 -4.135 3.620
H 4.151 -6.349 3.199
H 4.716 -6.953 0.812
S 2.590 2.420 6.335
Sb 1.264 0.714 5.687
S 0.223 1.492 3.570
S 2.095 -1.417 4.340
C -2.277 3.045 0.857
C -3.687 2.687 0.392
C -4.370 3.931 -0.171
C -4.479 2.110 1.562
O -3.715 1.693 -0.632
Si -2.461 0.989 -1.478
S -1.179 -0.060 -0.336
O -1.734 2.208 -2.374
C -2.041 2.783 -3.632
C -1.434 1.903 -4.724
C -3.544 2.944 -3.861
C -1.384 4.163 -3.639
O -3.262 0.126 -2.666
C -4.263 -0.873 -2.580
C -4.282 -1.553 -3.948
C -5.618 -0.219 -2.304
C -3.950 -1.895 -1.491
H -2.334 3.846 1.598
H -1.665 3.385 0.020
H -1.778 2.187 1.304
H -4.497 4.688 0.605
H -5.351 3.669 -0.573
H -3.768 4.357 -0.974
H -4.565 2.836 2.374
H -3.975 1.221 1.943
H -5.481 1.827 1.233
H -1.860 0.903 -4.662
H -0.355 1.830 -4.580
H -1.630 2.316 -5.717
H -4.033 1.974 -3.897
H -3.720 3.470 -4.803
H -3.990 3.517 -3.050
H -0.309 4.070 -3.483
H -1.794 4.774 -2.834
H -1.556 4.672 -4.590
H -4.515 -0.823 -4.726
H -5.030 -2.349 -3.978
H -3.303 -1.984 -4.160
H -5.911 0.419 -3.141
H -5.555 0.400 -1.411
H -6.388 -0.981 -2.158
H -2.947 -2.301 -1.626
H -4.682 -2.707 -1.525
H -3.975 -1.432 -0.505
C 2.246 4.566 2.875
C 3.343 3.567 2.613
O 3.401 3.266 1.180
P 2.767 1.980 0.552
O 3.438 1.681 -0.846
C 4.840 1.743 -1.168
C 4.940 2.266 -2.582
O 1.366 2.497 -0.026
C 1.148 3.340 -1.146
C 1.228 4.806 -0.771
H 2.231 4.784 3.944
H 1.276 4.148 2.609
H 2.402 5.491 2.315
H 3.210 2.643 3.165
H 4.330 3.960 2.858
H 5.250 0.740 -1.062
H 5.349 2.388 -0.455
H 4.463 1.585 -3.287
H 5.990 2.371 -2.861
H 4.458 3.240 -2.672
H 0.151 3.074 -1.496
H 1.865 3.095 -1.937
H 0.477 5.047 -0.017
H 1.045 5.422 -1.654
H 2.206 5.060 -0.362
C 0.185 -5.446 1.502
C 0.061 -4.457 0.542
C -0.143 -3.132 0.916
C -0.213 -2.790 2.260
C -0.096 -3.790 3.227
C 0.101 -5.106 2.852
N -0.491 -1.440 2.685
C -1.859 -1.273 3.009
C -2.240 -0.584 4.160
C -3.579 -0.450 4.494
C -4.568 -1.008 3.695
C -4.193 -1.711 2.558
C -2.858 -1.848 2.219
H 0.344 -6.477 1.210
H 0.112 -4.708 -0.511
H -0.297 -2.362 0.170
H -0.153 -3.508 4.271
H 0.199 -5.871 3.612
H -1.480 -0.168 4.803
H -3.844 0.091 5.394
H -5.613 -0.893 3.951
H -4.946 -2.151 1.914
H -2.585 -2.384 1.322
F 5.823 -0.207 3.192
Te 4.213 -0.859 2.447
F 5.449 -1.464 1.032
F 3.671 0.697 3.608
F 4.576 1.018 1.304
F 4.857 -2.402 3.419
O 2.154 0.890 1.433
*
```

Q: Which of these has the highest E_tot?
A: C42H58BMoN11S2

Q: Among the records above, which one has the lowest E_tot?
A: C42H58As3Br2N7O3Sn